168
Properties=species:S:1:pos:R:3:mulliken_charge:R:1 method="wB97M-V/def2-TZVPD" homo_energy_ev=-10.3 spin_multiplicity=1 lumo_ev=-1.0637 largest_force_ha_per_bohr=0.125 homo_lumo_gap_ev=9.280
C 0.7536 6.0231 1.0058 -0.3865
N -0.5451 5.8482 0.3149 1.0047
O -0.6864 4.7546 -0.2338 -0.2430
O -1.2650 6.8005 0.1265 -0.5550
H 1.2932 5.0864 0.8663 -0.1056
H 0.4501 6.1036 2.0496 0.1477
H 1.3504 6.8575 0.6372 0.3334
C 1.9637 3.0297 -1.2259 -0.3592
N 3.3987 2.7680 -1.2786 1.0097
O 4.0944 3.7672 -1.4218 -0.6331
O 3.8463 1.6083 -1.3936 -0.4586
H 1.4093 2.4868 -1.9913 0.0930
H 1.7925 4.1041 -1.1595 0.5296
H 1.7526 2.6213 -0.2376 -0.2049
C 1.5084 -4.9485 5.5269 -0.6657
N 0.5632 -3.8994 4.9670 0.9032
O -0.5836 -4.2352 4.6969 -0.5479
O 0.9876 -2.7081 5.0065 -0.4494
H 2.2915 -4.9432 4.7688 0.1732
H 0.9840 -5.8926 5.3797 0.3310
H 1.7760 -4.7866 6.5711 0.2611
C 4.1896 -0.6590 5.9329 -0.6105
N 4.5958 -2.1063 5.9331 1.0359
O 4.3374 -2.6992 6.9221 -0.5977
O 5.1271 -2.5127 4.9363 -0.5001
H 4.4211 -0.2200 6.9034 0.3673
H 3.1245 -0.6163 5.7054 0.2425
H 4.6394 -0.0882 5.1205 0.0335
C 1.1707 -0.5921 -0.5845 0.7480
C 1.6282 -0.6452 0.8312 0.6973
O 0.5443 0.0034 1.4840 -0.1327
C -0.4035 0.4454 0.6363 0.5386
O -1.4596 1.0365 0.8564 -0.7312
O -0.0499 0.1123 -0.5469 -0.0643
F 2.6557 0.0965 0.9922 -0.0977
H 0.9143 -1.5753 -0.9791 -0.1025
H 1.9050 -0.1963 -1.2862 -1.0225
H 1.8370 -1.6570 1.1787 -0.2814
C -4.5240 -0.9718 1.1800 0.1454
C -4.5311 -0.0043 0.0118 0.6857
O -5.7048 0.7556 0.1654 -0.3130
C -6.4681 0.1331 1.0488 0.5688
O -7.6549 0.3967 1.2467 -0.6176
O -5.8517 -0.8786 1.6346 -0.4301
F -4.5942 -0.7647 -1.0802 -0.3302
H -3.7333 -0.7747 1.9038 0.1039
H -4.4147 -2.0167 0.8898 0.0792
H -3.6673 0.6326 -0.1787 0.1754
C -5.3007 -0.0829 5.1210 0.0173
C -4.5892 1.2503 5.3451 0.3244
O -5.5825 2.1381 5.8085 -0.3184
C -6.7934 1.5336 5.7593 0.5784
O -7.8791 2.0461 6.0096 -0.5318
O -6.6657 0.1883 5.3887 -0.3330
F -4.2163 1.6682 4.1049 -0.2071
H -4.8941 -0.8113 5.8225 0.2903
H -5.0552 -0.4944 4.1419 -0.1466
H -3.6908 1.2983 5.9605 0.3007
C -1.5993 -4.6851 1.4257 -0.6068
C -0.8813 -3.4275 1.7317 0.0053
O -0.8384 -2.8994 0.4314 0.3893
C -1.8430 -3.2467 -0.2842 0.0918
O -2.1573 -2.6886 -1.3853 -0.4237
O -2.4819 -4.1627 0.3879 -0.3717
F 0.4184 -3.5471 2.0838 -0.1679
H -2.0754 -4.8638 2.3898 0.3837
H -1.0416 -5.5346 1.0315 0.3110
H -1.4464 -2.7891 2.4109 0.4239
C -4.7718 6.6227 0.1762 -0.4220
C -4.3120 5.2278 0.7706 1.0944
O -4.6017 4.3178 -0.2905 -0.1128
C -5.4251 4.9443 -1.1063 0.5431
O -6.0020 4.4349 -2.0793 -0.5820
O -5.6992 6.1928 -0.7103 -0.3651
F -4.9544 4.8885 1.9150 -0.2845
H -4.0102 7.2297 -0.3133 0.2924
H -5.3458 7.2041 0.8977 0.3128
H -3.2590 5.2903 1.0451 -0.5028
C 5.9931 -0.8190 0.8628 0.2101
C 5.8956 -0.3325 2.2725 0.3391
O 6.7992 -1.2403 2.9270 -0.3430
C 6.9167 -2.3976 2.1498 0.6363
O 7.6612 -3.3396 2.3716 -0.6080
O 6.3165 -2.2046 0.9843 -0.2978
F 4.6662 -0.4826 2.7570 -0.0040
H 6.8814 -0.4804 0.3296 0.2453
H 5.0742 -0.5979 0.3197 -0.4752
H 6.1070 0.7327 2.3663 0.3749
C 1.8642 -4.0260 -8.8786 -0.5626
C 1.3356 -2.6354 -9.1022 0.3236
O 1.6056 -1.9893 -7.9020 -0.2415
C 1.6825 -2.8615 -6.9368 0.3410
O 1.6018 -2.6033 -5.7726 -0.2116
O 1.7903 -4.1062 -7.4846 -0.3423
F 0.0318 -2.8564 -9.3775 -0.2855
H 2.9312 -4.1271 -9.0772 0.2888
H 1.3616 -4.8695 -9.3520 0.2941
H 1.7438 -2.0858 -9.9504 0.3178
C 5.0245 -0.6538 -4.2962 -0.5331
C 4.4534 -1.1666 -3.0433 0.3145
O 3.1081 -0.7167 -3.1991 0.5055
C 2.9995 0.3018 -4.0637 0.3196
O 1.9233 0.9084 -4.2281 -0.5870
O 4.1555 0.3925 -4.7006 -0.3717
F 5.0533 -0.6550 -1.9801 -0.3114
H 5.0312 -1.4167 -5.0748 0.3186
H 6.0160 -0.3287 -3.9812 0.3264
H 4.5412 -2.2423 -2.8911 0.2259
C 1.3504 3.4625 3.3722 -0.3516
C 2.0437 2.8172 4.5067 0.2911
O 3.3410 2.8583 3.9810 -0.3974
C 3.3513 2.7767 2.6507 0.4964
O 4.2813 2.4381 1.9478 -0.5949
O 2.1524 3.2310 2.2215 0.0152
F 1.5386 1.5937 4.7393 -0.2375
H 1.2163 4.5408 3.4578 0.1859
H 0.3582 3.0260 3.2576 0.2360
H 1.8648 3.4274 5.3919 0.3419
C -0.8405 -5.9823 -5.5347 -0.2754
C 0.3787 -5.6629 -4.7405 0.7566
O 1.0000 -6.9829 -4.5186 -0.3376
C 0.5239 -7.8080 -5.4667 0.5621
O 0.9627 -8.9089 -5.7947 -0.5932
O -0.4833 -7.2434 -6.1147 -0.3747
F 0.0537 -5.1140 -3.5841 -0.1496
H -1.1749 -5.2335 -6.2528 0.2147
H -1.7576 -6.1811 -4.9802 0.2965
H 1.0193 -4.9791 -5.2975 -0.1123
C 4.5801 -5.0725 0.7051 -0.1400
C 3.2092 -5.2356 1.3851 0.0850
O 2.3091 -4.8597 0.3442 -0.1887
C 2.9551 -4.2157 -0.6252 0.5368
O 2.4779 -3.6055 -1.5981 -0.4296
O 4.2181 -4.3243 -0.4448 -0.2945
F 3.0656 -4.5706 2.5336 -0.2114
H 5.0183 -5.9782 0.2859 0.3651
H 5.1623 -4.4969 1.4247 -0.0734
H 3.0968 -6.2890 1.6419 0.3563
C -3.0880 4.8241 6.5497 -0.5620
C -3.9684 5.6897 5.6304 0.3140
O -3.0235 6.0243 4.6651 -0.3394
C -2.0985 5.0649 4.5224 0.5698
O -1.2471 5.0221 3.6288 -0.4633
O -2.1782 4.2852 5.6019 -0.2743
F -4.3998 6.8108 6.2294 -0.2990
H -3.7004 4.1674 7.1676 0.3359
H -2.5616 5.5099 7.2135 0.3235
H -4.7387 5.0893 5.1463 0.3710
C -2.3285 4.2581 -3.2327 0.6146
C -2.9909 3.8243 -4.6401 0.8129
O -2.8471 4.9503 -5.4368 -0.3611
C -2.5102 6.0186 -4.7370 0.5699
O -2.5541 7.1827 -5.1562 -0.6047
O -2.2537 5.6480 -3.4502 -0.3282
F -4.2507 3.5728 -4.4422 -0.2427
H -1.4581 3.6457 -2.9970 -0.1369
H -2.9461 4.0718 -2.3541 -0.2785
H -2.5737 2.9658 -5.1665 -0.1044
C -1.9459 -1.0702 -3.7725 0.5921
C -1.3440 -1.7836 -4.9629 1.1975
O -1.6961 -1.0238 -6.0727 -0.3857
C -2.2357 0.1776 -5.6582 0.4653
O -2.3637 1.1164 -6.4403 -0.6232
O -2.3165 0.2194 -4.2811 -0.0843
F -1.8595 -2.9967 -5.0979 -0.3611
H -1.3354 -0.8092 -2.9081 -0.6466
H -2.9323 -1.4277 -3.4770 0.1050
H -0.2654 -1.8782 -4.8373 -0.1103

=====

110
Properties=species:S:1:pos:R:3:mulliken_charge:R:1 method="wB97M-V/def2-TZVPD" homo_energy_ev=-10.3 spin_multiplicity=1 lumo_ev=-0.2656 e_above_lowest_ev=1.859 largest_force_ha_per_bohr=0.083 homo_lumo_gap_ev=9.988
C -1.3895 -9.4259 -25.3250 -0.3881
C -2.3678 -8.7821 -26.2627 0.0038
O -3.5666 -9.4228 -25.8783 -0.3415
S -3.6884 -9.4886 -24.2814 0.8919
O -4.3096 -10.7121 -23.8894 -0.5699
O -4.1558 -8.2614 -23.6941 -0.2347
O -2.0675 -9.4786 -24.0731 -0.3398
H -0.4997 -8.7991 -25.2252 0.3151
H -1.0181 -10.4240 -25.5618 0.2871
H -2.1479 -9.0037 -27.3047 0.3478
H -2.4023 -7.6999 -26.1177 -0.0012
C -5.2335 -5.0783 -20.2723 1.1637
C -5.4831 -5.8372 -21.5542 -0.8435
O -5.7589 -4.8603 -22.5356 0.0501
S -6.7184 -3.7125 -21.8588 0.6178
O -8.0305 -4.2539 -21.6243 0.0117
O -6.5411 -2.4127 -22.4208 -0.6590
O -5.8153 -3.7797 -20.4765 -0.3830
H -4.2044 -4.8408 -20.0053 0.3159
H -5.7049 -5.5788 -19.4256 -1.0829
H -6.4085 -6.4065 -21.4095 0.0990
H -4.6944 -6.4784 -21.9404 0.6868
C -3.6646 -4.4708 -25.6584 -0.2916
C -4.2799 -3.2486 -25.0630 -0.0771
O -4.8611 -2.5981 -26.1724 -0.3336
S -5.4001 -3.6968 -27.2698 0.9874
O -4.7793 -3.3512 -28.5187 -0.5597
O -6.8139 -3.9115 -27.1613 -0.4992
O -4.6092 -4.9808 -26.5940 -0.2642
H -3.2348 -5.1545 -24.9258 0.3188
H -2.7881 -4.2014 -26.2608 0.3453
H -3.5742 -2.5510 -24.6106 0.3713
H -5.0189 -3.4506 -24.2864 -0.0805
C -6.1538 -2.4274 -16.5510 -0.4518
C -6.6112 -2.3289 -17.9869 0.9060
O -5.8972 -1.2001 -18.5123 -0.0817
S -5.3398 -0.2634 -17.3134 1.1382
O -5.8973 1.0514 -17.4105 -0.5572
O -3.9012 -0.4295 -17.1960 -0.6309
O -6.0348 -1.0694 -16.1071 -0.4214
H -5.1621 -2.8882 -16.5684 0.5042
H -6.7763 -3.0448 -15.9103 0.2139
H -7.6666 -2.1189 -18.1633 0.0457
H -6.2858 -3.2128 -18.5316 -0.7159
C -1.6907 -7.1120 -17.5626 0.0136
C -1.9178 -8.5119 -18.2141 -0.1904
O -1.1889 -8.3548 -19.4562 -0.4000
S -1.3697 -6.8478 -20.0320 0.9259
O -2.7012 -6.6351 -20.5153 -0.2009
O -0.2713 -6.4792 -20.8775 -0.6032
O -1.1279 -6.2296 -18.5352 -0.4026
H -0.9665 -7.2033 -16.7557 0.3329
H -2.5862 -6.5658 -17.2766 -0.0392
H -2.9594 -8.7600 -18.4004 0.1307
H -1.3888 -9.3253 -17.7292 0.3609
C -5.5479 0.4153 -21.8119 0.0427
C -6.8989 0.9373 -21.3618 0.1754
O -6.7693 2.3262 -21.0667 -0.3690
S -5.1989 2.7771 -21.0423 1.0836
O -4.9619 3.5103 -19.8273 -0.5209
O -4.8775 3.3521 -22.3173 -0.5698
O -4.7288 1.2280 -20.9724 -0.3591
H -5.4868 0.5968 -22.8906 0.3486
H -5.1837 -0.5953 -21.6585 0.0861
H -7.3582 0.4888 -20.4797 -0.0998
H -7.6441 0.8115 -22.1511 0.1774
C -7.6979 -7.2184 -23.9038 0.4163
C -8.4703 -6.4931 -25.0049 -0.2826
O -9.8413 -6.6241 -24.7053 -0.4100
S -10.0422 -6.5715 -23.0606 0.8232
O -10.9175 -7.6365 -22.6656 -0.5677
O -10.3260 -5.2187 -22.6550 -0.2852
O -8.5094 -7.0264 -22.7466 -0.2317
H -6.6946 -6.8381 -23.7656 -0.3050
H -7.7508 -8.2858 -24.1360 0.2857
H -8.2248 -6.8412 -26.0023 0.3854
H -8.1269 -5.4592 -24.8765 0.1840
C -7.5323 -7.6023 -15.4239 -0.1592
C -6.3640 -6.9927 -14.6329 -0.3486
O -5.2374 -6.9369 -15.4948 -0.3482
S -5.7876 -6.6387 -17.0270 0.7596
O -4.8489 -7.0197 -18.0281 -0.3722
O -6.2869 -5.2703 -17.0826 -0.1403
O -7.0676 -7.5934 -16.7714 -0.4005
H -8.4853 -7.1166 -15.2359 0.0857
H -7.7034 -8.6334 -15.1135 0.4275
H -6.2100 -7.5842 -13.7308 0.3497
H -6.5040 -5.9773 -14.2584 0.2134
C -9.8098 -6.4059 -18.4341 -0.1660
C -9.5921 -5.0108 -19.0157 1.0141
O -9.0374 -4.3206 -17.9110 -0.2041
S -9.7702 -4.6848 -16.5395 1.2486
O -11.0795 -4.1334 -16.4193 -0.6042
O -8.9325 -4.6101 -15.3736 -0.5899
O -9.8719 -6.2314 -17.0255 -0.4360
H -9.1272 -7.1494 -18.8338 0.2888
H -10.8408 -6.6484 -18.7053 0.3540
H -10.4573 -4.4434 -19.3722 0.1191
H -8.8945 -4.9156 -19.8483 -0.9434
C -10.5917 -2.1849 -21.9560 0.2921
C -10.8198 -0.8247 -22.6294 -0.4567
O -10.1989 0.1342 -21.7989 -0.3188
S -10.5443 -0.3085 -20.2333 1.1108
O -11.8851 -0.0055 -19.8322 -0.5980
O -9.4554 0.0707 -19.3612 -0.4658
O -10.3920 -1.9071 -20.5809 -0.1691
H -9.7992 -2.7997 -22.3775 -0.2197
H -11.4839 -2.8014 -22.0802 0.2453
H -11.8947 -0.6166 -22.6019 0.3175
H -10.4592 -0.7477 -23.6512 0.3666

=====

17
Properties=species:S:1:pos:R:3:nbo_charge:R:1 method="wB97M-V/def2-TZVPD" homo_energy_ev="-7.2 / -7.2" spin_multiplicity=1 lumo_ev="0.4334 / 0.4332" e_above_lowest_ev=3.572 largest_force_ha_per_bohr=0.062 homo_lumo_gap_ev="7.627 / 7.625"
C 0.1995 1.6911 1.0605 -0.3113
C 0.1160 2.1147 -0.0664 0.0208
C 1.7436 -1.5418 0.1480 -0.2265
C 0.1010 2.6740 -1.4790 -0.6810
C -1.7768 -2.0285 0.6734 -0.4642
N 0.4826 -1.2866 0.3309 -0.2813
N -0.3472 -2.2970 0.5016 -0.3860
I 3.2416 -0.0353 -0.0728 0.1097
H 0.3734 1.3642 2.0900 0.2621
H 2.0012 -2.5868 -0.1387 0.2309
H -0.7608 3.2695 -1.5767 0.2364
H -0.0434 1.7422 -2.1962 0.2420
H 0.9123 3.3464 -1.7372 0.2477
H -2.2216 -2.9505 1.0046 0.2102
H -1.8648 -1.4079 1.5516 0.1872
H -2.3899 -1.7830 -0.2268 0.1837
H 0.2335 -0.2848 0.1333 0.4196